Entry 1:
{"formula": "C4H7NO", "method": "ωB97M-V/def2-TZVPD", "largest_force_ha_per_bohr": 0.01307, "e_tot_ev": -7796.9125, "lumo_energy_ha": 0.0324, "homo_energy_ev": -8.748, "relative_energy_ev": 2.732, "orbital_gap_ev": 9.630, "species": ["O", "N", "C", "C", "C", "C", "H", "H", "H", "H", "H", "H", "H"], "positions_angstrom": [[0.91488, -0.84303, -0.07904], [0.73502, 1.34782, -0.46024], [-0.36108, -0.53374, -0.68544], [1.38288, 0.35390, 0.43253], [-1.47564, -0.71519, 0.34273], [-0.30295, 0.91686, -1.13684], [-0.48358, -1.22324, -1.52593], [1.08890, 2.29336, -0.50898], [-1.39899, -1.71007, 0.78994], [-2.45946, -0.59619, -0.11634], [1.04923, 0.53262, 1.46965], [2.47648, 0.38446, 0.39592], [-1.38095, 0.02824, 1.14342]], "nbo_charge": [-0.52, -0.58, -0.04, 0.07, -0.63, 0.10, 0.21, 0.40, 0.22, 0.23, 0.15, 0.18, 0.20]}



Entry 2:
{"formula": "C4H7NO", "method": "ωB97M-V/def2-TZVPD", "largest_force_ha_per_bohr": 0.05139, "e_tot_ev": -7797.0045, "lumo_energy_ha": 0.0087, "homo_energy_ev": -10.775, "relative_energy_ev": 2.640, "orbital_gap_ev": 11.011, "species": ["O", "N", "C", "C", "C", "C", "H", "H", "H", "H", "H", "H", "H"], "positions_angstrom": [[0.22954, 0.18079, 0.68080], [3.20938, -0.60114, 0.03069], [-1.93276, -0.63815, 0.14687], [2.31574, -0.07618, -0.49523], [-0.61928, -0.12776, -0.40216], [1.37064, 0.83924, 0.29673], [1.21014, 1.73698, -0.29990], [-0.76333, 0.77873, -1.00777], [1.89230, 1.08007, 1.22889], [-2.40117, 0.11962, 0.78263], [-0.11716, -0.87486, -1.03459], [-2.61816, -0.87668, -0.67084], [-1.77588, -1.54066, 0.74388]], "nbo_charge": [-0.51, -0.24, -0.62, 0.15, -0.07, -0.11, 0.18, 0.16, 0.22, 0.22, 0.18, 0.22, 0.22]}



Entry 3:
{"formula": "C4H7NO", "method": "ωB97M-V/def2-TZVPD", "largest_force_ha_per_bohr": 0.00821, "e_tot_ev": -7794.9368, "lumo_energy_ha": 0.0175, "homo_energy_ev": -8.893, "relative_energy_ev": 4.708, "orbital_gap_ev": 9.369, "species": ["O", "N", "C", "C", "C", "C", "H", "H", "H", "H", "H", "H", "H"], "positions_angstrom": [[-0.85687, 1.50067, -0.81954], [-1.28155, -0.46543, 0.44934], [1.31079, -0.02051, 0.53165], [0.00612, 1.09994, -1.72757], [0.08816, -0.94550, 0.60518], [-1.66684, 0.56317, -0.13505], [0.09273, -1.41630, 1.59251], [1.17867, 0.91448, 1.08575], [1.64724, 0.24219, -0.48034], [2.13761, -0.56618, 0.99778], [0.20453, -1.76418, -0.11649], [-0.14872, -0.01226, -1.81307], [-2.71186, 0.86992, -0.17015]], "nbo_charge": [-0.51, -0.41, -0.64, 0.13, -0.26, 0.37, 0.21, 0.22, 0.22, 0.22, 0.21, 0.05, 0.18]}



Entry 4:
{"formula": "C4H7NO", "method": "ωB97M-V/def2-TZVPD", "largest_force_ha_per_bohr": 0.00602, "e_tot_ev": -7796.7338, "lumo_energy_ha": 0.0040, "homo_energy_ev": -7.682, "relative_energy_ev": 2.911, "orbital_gap_ev": 7.791, "species": ["O", "N", "C", "C", "C", "C", "H", "H", "H", "H", "H", "H", "H"], "positions_angstrom": [[-2.28350, -2.17458, 0.70746], [0.21935, 0.25278, -0.02249], [1.68553, 0.33164, -0.11187], [-0.46737, 1.32967, -0.34094], [-1.67117, -1.23758, 0.21509], [-0.30600, -0.90027, 0.46884], [-2.15494, -0.58587, -0.55156], [0.00331, 2.09706, -0.93945], [1.96699, 1.11453, -0.81759], [-1.49450, 1.41359, -0.01950], [2.08516, -0.63060, -0.43218], [2.06956, 0.58537, 0.87864], [0.37173, -1.59944, 0.93944]], "nbo_charge": [-0.58, -0.21, -0.41, -0.23, 0.33, -0.27, 0.09, 0.19, 0.22, 0.21, 0.22, 0.22, 0.21]}



Entry 5:
{"formula": "C4H7NO", "method": "ωB97M-V/def2-TZVPD", "largest_force_ha_per_bohr": 0.01120, "e_tot_ev": -7796.5417, "lumo_energy_ha": 0.0435, "homo_energy_ev": -9.493, "relative_energy_ev": 3.103, "orbital_gap_ev": 10.676, "species": ["O", "N", "C", "C", "C", "C", "H", "H", "H", "H", "H", "H", "H"], "positions_angstrom": [[0.97344, 1.38742, 0.27999], [0.16541, -1.42791, 0.59776], [0.42253, -1.63283, -0.82320], [-0.22401, 0.94062, -0.33188], [-0.48870, -0.54792, -0.36927], [-0.25269, 1.65100, 0.95651], [-1.54474, -0.74459, -0.55375], [-0.40978, 1.08972, 1.87781], [-0.53152, 1.51811, -1.20882], [-0.53834, 2.70374, 1.00512], [0.03495, -2.59239, -1.16440], [1.00946, -0.99878, 0.97144], [1.38400, -1.34621, -1.23730]], "nbo_charge": [-0.49, -0.59, -0.26, 0.04, -0.11, -0.11, 0.20, 0.19, 0.19, 0.18, 0.20, 0.36, 0.20]}



Entry 6:
{"formula": "C4H7NO", "method": "ωB97M-V/def2-TZVPD", "largest_force_ha_per_bohr": 0.02084, "e_tot_ev": -7797.9487, "lumo_energy_ha": 0.0326, "homo_energy_ev": -8.187, "relative_energy_ev": 1.696, "orbital_gap_ev": 9.074, "species": ["O", "N", "C", "C", "C", "C", "H", "H", "H", "H", "H", "H", "H"], "positions_angstrom": [[-1.08593, -2.04414, -1.58185], [0.45341, -1.08506, 0.74369], [-0.91994, -0.96575, -1.16610], [-0.99916, 0.33427, -0.95164], [-0.18888, 1.11018, 0.02493], [0.96263, 0.25696, 0.55860], [1.37292, 0.69906, 1.47702], [1.76405, 0.20781, -0.18424], [1.16833, -1.79268, 0.86994], [0.20462, 2.00318, -0.46219], [-0.27112, -1.04747, 1.47546], [-1.63871, 0.85596, -1.64821], [-0.82223, 1.46767, 0.84458]], "nbo_charge": [-0.51, -0.82, 0.73, -0.57, -0.41, -0.21, 0.18, 0.19, 0.38, 0.22, 0.37, 0.25, 0.19]}



Entry 7:
{"formula": "C4H7NO", "method": "ωB97M-V/def2-TZVPD", "largest_force_ha_per_bohr": 0.03369, "e_tot_ev": -7795.9413, "lumo_energy_ha": 0.0318, "homo_energy_ev": -8.593, "relative_energy_ev": 3.703, "orbital_gap_ev": 9.459, "species": ["O", "N", "C", "C", "C", "C", "H", "H", "H", "H", "H", "H", "H"], "positions_angstrom": [[-1.65625, -0.28157, -2.45074], [0.43417, 0.30060, 0.26646], [0.36163, -0.52929, 1.45627], [-0.70960, 1.04301, -0.00800], [-1.06440, -0.24630, -1.43608], [0.77290, -0.37460, -0.90437], [0.14770, 0.10798, 2.31801], [1.45952, -1.21674, -0.72692], [-0.41511, -1.30843, 1.37908], [-0.56115, 1.87708, -0.69799], [1.33320, -1.00458, 1.61336], [-1.24149, 1.36512, 0.90063], [1.13887, 0.26771, -1.70969]], "nbo_charge": [-0.53, -0.41, -0.41, -0.30, 0.54, -0.31, 0.21, 0.21, 0.19, 0.21, 0.21, 0.21, 0.21]}



Entry 8:
{"formula": "C4H7NO", "method": "ωB97M-V/def2-TZVPD", "largest_force_ha_per_bohr": 0.06982, "e_tot_ev": -7792.7643, "lumo_energy_ha": 0.0144, "homo_energy_ev": -7.492, "relative_energy_ev": 6.880, "orbital_gap_ev": 7.882, "species": ["O", "N", "C", "C", "C", "C", "H", "H", "H", "H", "H", "H", "H"], "positions_angstrom": [[-0.49895, -1.31209, -0.55477], [-0.97505, -0.15847, 0.04510], [1.08593, -0.45939, 0.42286], [2.50523, -0.42549, 0.06046], [0.07073, 0.37953, 0.66405], [-2.40845, -0.04536, 0.18911], [-2.77632, -0.19802, 1.20475], [2.85289, 0.53920, 0.00600], [-2.71829, 0.91185, -0.04649], [0.09374, 1.24264, 1.42255], [2.66546, -0.86927, -0.85850], [3.14636, -0.90849, 0.72658], [-2.97667, -0.92002, -0.41424]], "nbo_charge": [-0.48, -0.10, 0.25, -0.71, -0.11, -0.42, 0.19, 0.23, 0.20, 0.23, 0.26, 0.22, 0.24]}



Entry 9:
{"formula": "C4H7NO", "method": "ωB97M-V/def2-TZVPD", "largest_force_ha_per_bohr": 0.00928, "e_tot_ev": -7793.0817, "lumo_energy_ha": 0.0063, "homo_energy_ev": -8.686, "relative_energy_ev": 6.563, "orbital_gap_ev": 8.856, "species": ["O", "N", "C", "C", "C", "C", "H", "H", "H", "H", "H", "H", "H"], "positions_angstrom": [[0.72235, -0.00715, 0.40279], [2.61581, -0.76803, 1.77303], [0.21037, -1.31124, 0.91019], [1.49431, -0.75755, 1.22202], [-1.16478, 0.88276, -1.62429], [-1.58365, 0.64929, -0.22902], [-2.11729, 1.29788, -2.01907], [-0.97372, -0.03354, -2.19307], [0.10368, -2.06620, 0.13560], [-0.62521, -1.21045, 1.59575], [3.14128, 0.07628, 1.54302], [-0.38709, 1.63369, -1.81763], [-1.43606, 1.61426, 0.30068]], "nbo_charge": [-0.50, -0.67, -0.14, 0.54, -0.78, -0.03, 0.27, 0.21, 0.21, 0.22, 0.36, 0.21, 0.09]}



Entry 10:
{"formula": "C4H7NO", "method": "ωB97M-V/def2-TZVPD", "largest_force_ha_per_bohr": 0.01097, "e_tot_ev": -7795.4178, "lumo_energy_ha": 0.0359, "homo_energy_ev": -8.854, "relative_energy_ev": 4.227, "orbital_gap_ev": 9.831, "species": ["O", "N", "C", "C", "C", "C", "H", "H", "H", "H", "H", "H", "H"], "positions_angstrom": [[2.08683, 0.15768, 1.00686], [-0.71426, 0.46003, 1.01654], [-1.20483, -0.43765, -0.06263], [-0.59135, 0.85386, -0.41166], [-0.01327, -1.10915, -0.73156], [0.54596, 0.06616, -1.04452], [1.47747, 0.38519, -1.49650], [-1.53644, 0.95295, 1.38013], [-2.24355, -0.73356, -0.11732], [1.70695, -0.69493, 0.75622], [1.28426, 0.57879, 1.35867], [-1.04266, 1.76213, -0.78724], [0.27989, -2.14496, -0.86906]], "nbo_charge": [-0.95, -0.61, -0.11, -0.14, -0.26, -0.13, 0.23, 0.36, 0.22, 0.47, 0.49, 0.22, 0.22]}



Entry 11:
{"formula": "C4H7NO", "method": "ωB97M-V/def2-TZVPD", "largest_force_ha_per_bohr": 0.05687, "e_tot_ev": -7796.1893, "lumo_energy_ha": 0.0319, "homo_energy_ev": -9.968, "relative_energy_ev": 3.455, "orbital_gap_ev": 10.834, "species": ["O", "N", "C", "C", "C", "C", "H", "H", "H", "H", "H", "H", "H"], "positions_angstrom": [[-0.06384, -0.11904, 2.57315], [1.26201, 0.02527, -0.48243], [-0.07016, -0.03284, 0.07005], [-1.01311, 0.83223, -0.73603], [0.22492, -1.33602, -0.46899], [0.16994, 0.38463, 1.50786], [1.94583, -0.26916, 0.23751], [0.93218, 1.19289, 1.26924], [-0.93868, 1.85739, -0.36578], [0.77256, -2.09386, 0.06790], [-0.44562, -1.75728, -1.24316], [-0.73663, 0.83972, -1.79957], [-2.03939, 0.47609, -0.62974]], "nbo_charge": [-0.49, -0.56, -0.09, -0.60, -0.24, 0.45, 0.34, 0.10, 0.22, 0.21, 0.22, 0.23, 0.22]}



Entry 12:
{"formula": "C4H7NO", "method": "ωB97M-V/def2-TZVPD", "largest_force_ha_per_bohr": 0.11793, "e_tot_ev": -7794.4888, "lumo_energy_ha": 0.0379, "homo_energy_ev": -8.082, "relative_energy_ev": 5.156, "orbital_gap_ev": 9.114, "species": ["O", "N", "C", "C", "C", "C", "H", "H", "H", "H", "H", "H", "H"], "positions_angstrom": [[1.39814, -0.80070, -0.89202], [-2.22882, -0.11620, -0.28148], [-1.31060, -0.81641, 0.12156], [1.61453, -0.67592, 0.55202], [0.16369, 1.45572, -0.36944], [0.58108, 0.04015, -0.25465], [1.41296, -1.64790, 0.98643], [-1.12791, -1.87628, 0.48857], [-0.46663, 1.52433, 0.55165], [0.97366, 2.23905, -0.32151], [-3.03830, -0.68694, -0.41088], [2.52664, -0.31052, 1.01311], [-0.49844, 1.67161, -1.18336]], "nbo_charge": [-0.47, -0.66, 0.11, -0.16, -0.67, 0.28, 0.17, 0.16, 0.24, 0.22, 0.35, 0.19, 0.24]}



Question: Number 11 is which compound?
Answer: C4H7NO